{"formula": "C19H16ClN5O5PdS", "method": "ωB97M-V/def2-TZVPD", "species": ["Pd", "O", "C", "O", "C", "C", "Cl", "N", "N", "C", "C", "O", "O", "C", "C", "C", "C", "C", "C", "H", "H", "H", "H", "H", "H", "C", "C", "S", "O", "C", "C", "H", "H", "H", "H", "H", "H", "H", "H", "H", "H", "N", "C", "C", "C", "N", "C", "N"], "xyz": [[1.255, 0.354, 0.036], [3.004, -4.959, -2.968], [1.735, -4.912, -2.867], [0.932, -5.708, -3.353], [1.182, -3.754, -2.061], [-0.145, -3.521, -1.779], [-1.538, -4.434, -2.156], [-0.236, -2.394, -1.025], [0.983, -1.880, -0.792], [1.842, -2.673, -1.406], [3.298, -2.290, -1.303], [4.149, -3.101, -1.872], [3.614, -1.281, -0.713], [-1.381, -1.764, -0.461], [-1.347, -1.422, 0.882], [-2.429, -0.767, 1.451], [-3.546, -0.477, 0.678], [-3.570, -0.825, -0.667], [-2.481, -1.457, -1.248], [3.654, -3.928, -2.353], [-0.464, -1.652, 1.458], [-2.393, -0.481, 2.495], [-4.391, 0.033, 1.122], [-4.433, -0.583, -1.277], [-2.474, -1.702, -2.301], [-1.983, 3.456, -1.032], [-1.244, 2.264, -0.449], [0.496, 2.118, -0.962], [0.493, 2.479, -2.418], [1.094, 3.640, -0.164], [2.594, 3.744, -0.377], [-3.061, 3.329, -0.907], [-1.759, 3.540, -2.097], [-1.699, 4.390, -0.546], [-1.683, 1.327, -0.793], [-1.243, 2.238, 0.642], [0.844, 3.555, 0.896], [0.565, 4.485, -0.612], [3.080, 2.845, 0.006], [3.006, 4.616, 0.134], [2.820, 3.825, -1.441], [1.197, 0.040, 2.272], [0.877, 0.294, 3.354], [0.430, 0.545, 4.664], [1.340, 0.707, 5.729], [2.072, 0.846, 6.615], [-0.957, 0.622, 4.898], [-2.102, 0.674, 5.068]], "forces_ev_per_a": [[-0.1, 0.0, -0.1], [0.0, 0.0, 0.0], [0.0, 0.0, 0.0], [0.0, 0.0, 0.0], [0.0, 0.0, 0.0], [0.0, 0.0, 0.0], [0.0, 0.0, 0.0], [0.0, 0.0, 0.0], [-0.1, 0.0, 0.0], [0.0, 0.0, 0.0], [0.0, 0.0, 0.0], [0.0, 0.0, 0.0], [0.0, 0.0, 0.0], [0.0, 0.0, 0.0], [0.0, 0.0, 0.0], [0.0, 0.0, 0.0], [0.0, 0.0, 0.0], [0.0, 0.0, 0.0], [0.0, 0.0, 0.0], [0.0, 0.0, 0.0], [0.0, 0.0, 0.1], [0.0, 0.0, 0.0], [0.0, 0.0, 0.0], [0.0, 0.0, 0.0], [0.0, 0.0, 0.0], [0.0, 0.0, 0.0], [0.0, 0.0, 0.0], [0.0, 0.1, 0.0], [0.0, 0.0, 0.0], [0.0, 0.0, 0.0], [0.0, 0.0, 0.0], [0.0, 0.0, 0.0], [0.0, 0.0, 0.0], [0.0, 0.0, 0.0], [0.0, 0.0, 0.0], [0.0, 0.0, 0.0], [0.0, 0.0, 0.0], [0.0, 0.0, 0.0], [0.0, 0.0, 0.0], [0.0, 0.0, 0.0], [0.0, 0.0, 0.0], [0.1, 0.2, 0.0], [0.0, -0.2, 0.1], [0.0, 0.1, 0.0], [0.0, 0.0, 0.0], [0.0, 0.0, 0.0], [0.0, 0.0, 0.0], [0.0, 0.0, 0.0]], "total_charge": -2, "spin_multiplicity": 1, "orbital_gap_ev": 6.212, "energy_ev": -64490.184, "de_lowest_ev": 0.259, "lumo_energy_ev": 4.356}

{"formula": "C19H16F6N9O6RuS4", "method": "ωB97M-V/def2-TZVPD", "species": ["Ru", "N", "C", "S", "N", "N", "C", "C", "C", "C", "C", "C", "N", "H", "H", "H", "H", "H", "H", "H", "N", "C", "C", "C", "C", "C", "C", "S", "O", "O", "N", "C", "N", "C", "C", "C", "N", "H", "H", "H", "H", "H", "H", "H", "H", "H", "F", "C", "F", "F", "S", "O", "O", "N", "S", "O", "O", "C", "F", "F", "F"], "xyz": [[-0.082, -0.415, 0.170], [-3.940, 0.319, -2.055], [-2.921, 0.461, -1.196], [-2.680, -0.798, -0.026], [-2.240, 1.581, -1.191], [-1.152, 1.623, -0.469], [-0.567, 2.728, -0.157], [0.667, 2.653, 0.574], [1.456, 3.779, 0.821], [2.637, 3.635, 1.519], [3.008, 2.368, 1.952], [2.172, 1.296, 1.679], [1.031, 1.440, 1.025], [-4.455, -0.543, -2.051], [-4.051, 0.976, -2.809], [-0.965, 3.695, -0.456], [1.127, 4.738, 0.458], [3.265, 4.491, 1.721], [3.927, 2.212, 2.491], [2.420, 0.290, 1.994], [-5.940, -4.342, -0.911], [-4.575, -4.283, -0.837], [-3.832, -3.659, -1.847], [-2.469, -3.482, -1.707], [-1.840, -3.960, -0.572], [-2.553, -4.598, 0.431], [-3.912, -4.767, 0.298], [-0.157, -3.568, -0.169], [0.508, -4.731, 0.311], [0.436, -2.775, -1.246], [-0.444, -2.454, 0.964], [-0.456, -2.328, 2.273], [-0.319, -1.025, 2.655], [-0.361, -0.754, 3.944], [-0.553, -1.751, 4.889], [-0.713, -3.043, 4.400], [-0.669, -3.336, 3.119], [-6.372, -4.200, -1.807], [-6.418, -4.965, -0.281], [-4.345, -3.307, -2.731], [-1.881, -2.968, -2.452], [-2.022, -4.930, 1.309], [-4.482, -5.254, 1.074], [-0.241, 0.284, 4.231], [-0.605, -1.531, 5.941], [-0.891, -3.881, 5.062], [2.340, 1.689, -3.773], [2.765, 0.751, -2.922], [2.752, 1.306, -1.696], [4.028, 0.472, -3.230], [1.646, -0.792, -2.856], [0.561, -0.234, -2.066], [1.317, -1.098, -4.205], [2.647, -1.799, -2.224], [2.713, -2.245, -0.721], [2.073, -1.360, 0.236], [2.829, -3.628, -0.456], [4.505, -1.681, -0.406], [4.825, -1.823, 0.889], [4.659, -0.376, -0.682], [5.406, -2.352, -1.120]], "forces_ev_per_a": [[-2.8, -1.0, 1.4], [0.0, 0.0, 0.0], [0.4, 0.3, 0.7], [2.0, 0.3, 0.2], [-1.2, 0.7, -1.5], [2.0, -0.9, 1.2], [-1.0, -0.3, -0.7], [0.8, 0.1, 0.6], [-0.4, -0.3, -0.1], [0.0, -0.3, 0.1], [-0.1, 0.1, 0.0], [0.4, 0.1, 0.3], [0.0, -0.2, -0.7], [0.0, 0.0, -0.1], [0.0, 0.1, 0.1], [-0.1, -0.1, -0.1], [0.0, 0.2, -0.1], [0.0, 0.1, 0.0], [0.1, -0.1, 0.1], [0.0, 0.0, 0.0], [-0.4, 0.0, 0.0], [0.5, 0.2, 0.0], [-0.1, -0.2, 0.1], [0.2, -0.2, 0.0], [0.6, 0.1, -0.2], [0.0, -0.1, -0.1], [0.0, 0.1, -0.1], [-1.0, -0.4, -0.5], [-0.1, -0.1, 0.3], [-1.4, -1.4, 0.2], [1.3, 2.0, -2.4], [-0.2, 0.2, 1.7], [0.0, -0.2, -1.7], [0.0, 0.0, 0.4], [0.0, 0.1, -0.2], [0.1, 0.3, 0.3], [0.1, -0.4, -0.7], [0.0, -0.1, 0.1], [0.0, 0.0, -0.1], [0.0, 0.1, -0.1], [0.0, 0.1, -0.1], [0.0, -0.1, 0.2], [-0.1, -0.1, 0.1], [0.0, 0.0, 0.0], [0.0, 0.0, 0.1], [0.0, 0.0, 0.1], [-0.3, -0.4, -0.1], [-0.1, 0.1, 0.1], [0.0, -0.1, 0.0], [-0.2, -0.2, -0.1], [1.5, 1.5, -1.0], [-1.1, -0.3, 1.7], [0.0, -0.3, 0.0], [-0.7, -0.2, 0.1], [3.7, 0.8, 0.0], [-1.2, 1.0, 0.7], [-0.2, -0.4, -0.2], [-0.1, 0.3, 0.1], [-0.3, -0.3, 0.0], [-0.2, -0.1, -0.1], [-0.3, -0.2, -0.1]], "total_charge": 0, "spin_multiplicity": 2, "orbital_gap_ev": [6.459, 7.099], "energy_ev": -107882.735, "lumo_energy_ev": [-1.819, -1.219]}

{"formula": "C19H16IrN5O5S", "method": "ωB97M-V/def2-TZVPD", "species": ["Ir", "O", "C", "O", "C", "C", "C", "C", "O", "C", "O", "C", "C", "H", "H", "H", "H", "H", "S", "C", "N", "C", "O", "C", "C", "C", "N", "C", "C", "H", "H", "H", "H", "H", "H", "N", "C", "C", "N", "C", "C", "N", "H", "H", "H", "H", "H"], "xyz": [[-0.286, 0.917, 0.552], [3.691, 0.309, 1.080], [2.583, 0.693, 1.320], [1.643, 0.861, 0.387], [2.199, 1.034, 2.734], [3.236, 1.607, 3.545], [3.030, 2.009, 4.840], [1.735, 1.784, 5.313], [1.251, 2.050, 6.510], [-0.112, 1.594, 6.563], [-0.397, 1.090, 5.244], [0.710, 1.184, 4.519], [0.923, 0.776, 3.204], [4.211, 1.699, 3.083], [3.802, 2.442, 5.458], [-0.764, 2.436, 6.785], [-0.190, 0.782, 7.283], [-1.067, 0.041, 2.888], [0.303, -1.615, 1.938], [-0.102, 0.079, 2.369], [0.013, 8.020, -0.793], [-0.075, 6.970, -1.638], [-0.152, 7.058, -2.840], [-0.090, 5.585, -1.016], [0.366, 4.546, -1.817], [0.307, 3.254, -1.342], [-0.203, 2.964, -0.132], [-0.643, 3.964, 0.646], [-0.597, 5.282, 0.242], [0.046, 8.943, -1.194], [0.208, 7.919, 0.185], [0.742, 4.757, -2.809], [0.666, 2.420, -1.931], [-1.058, 3.684, 1.606], [-0.992, 6.049, 0.892], [-4.396, -2.428, -0.115], [-4.004, -1.152, 0.038], [-2.647, -0.826, 0.246], [-2.286, 0.451, 0.371], [-3.225, 1.415, 0.302], [-4.547, 1.049, 0.121], [-4.947, -0.205, -0.011], [-3.749, -3.195, -0.128], [-5.372, -2.612, -0.279], [-1.868, -1.572, 0.300], [-2.907, 2.442, 0.377], [-5.313, 1.814, 0.071]], "forces_ev_per_a": [[0.0, 0.1, 0.2], [0.0, 0.1, 0.1], [-0.2, -0.3, -0.5], [0.5, 0.4, 0.2], [0.1, 0.3, 0.2], [-0.1, -0.1, 0.0], [-0.2, -0.1, -0.1], [0.1, 0.1, 0.2], [0.0, -0.1, -0.1], [0.3, 0.0, -0.3], [0.1, 0.0, 0.0], [0.0, -0.1, 0.1], [0.1, -0.1, 0.1], [0.0, 0.0, 0.0], [0.0, 0.0, 0.0], [0.0, 0.0, 0.0], [0.0, 0.0, 0.0], [0.0, -0.1, 0.0], [0.0, 0.0, 0.1], [-0.3, -0.3, 0.4], [-0.1, -0.1, -0.1], [0.1, 0.1, 0.0], [0.0, 0.0, 0.0], [0.0, -0.1, -0.1], [0.0, 0.0, 0.0], [0.0, -0.1, 0.1], [-0.1, 0.1, -0.5], [0.0, -0.1, -0.1], [0.0, 0.1, 0.0], [0.0, 0.0, 0.0], [0.0, 0.0, 0.1], [0.0, 0.0, 0.0], [0.0, 0.0, 0.0], [0.0, 0.0, 0.0], [0.0, 0.0, 0.0], [0.0, 0.1, 0.0], [-0.1, -0.4, -0.1], [-0.1, 0.3, 0.1], [-0.1, 0.1, -0.2], [0.1, -0.2, 0.0], [-0.2, 0.0, 0.0], [0.3, 0.2, 0.1], [0.0, 0.0, 0.0], [0.0, 0.0, 0.0], [0.0, -0.1, -0.1], [0.0, 0.0, 0.0], [0.0, 0.0, 0.0]], "total_charge": 2, "spin_multiplicity": 5, "orbital_gap_ev": [7.711, 5.024], "energy_ev": -51306.623, "de_lowest_ev": 0.382, "lumo_energy_ev": [-6.486, -9.480]}

{"formula": "C19H16N2O4", "method": "ωB97M-V/def2-TZVPD", "species": ["C", "C", "C", "C", "O", "C", "O", "N", "C", "C", "C", "C", "C", "C", "O", "C", "O", "C", "C", "C", "C", "C", "C", "N", "C", "H", "H", "H", "H", "H", "H", "H", "H", "H", "H", "H", "H", "H", "H", "H", "H"], "xyz": [[2.772, -1.575, 1.458], [1.716, -1.756, 0.435], [0.375, -1.390, 0.499], [-0.260, -0.738, 1.615], [0.320, -0.227, 2.561], [-1.785, -0.814, 1.673], [-2.354, -1.865, 1.884], [-2.463, 0.364, 1.618], [-1.955, 1.644, 1.376], [-2.531, 2.728, 2.030], [-2.081, 4.028, 1.827], [-1.036, 4.201, 0.952], [-0.467, 3.117, 0.281], [-0.914, 1.832, 0.458], [0.528, 3.565, -0.544], [0.585, 4.964, -0.356], [-0.405, 5.356, 0.568], [-0.223, -1.807, -0.741], [-1.494, -1.690, -1.297], [-1.714, -2.205, -2.557], [-0.694, -2.825, -3.277], [0.579, -2.938, -2.757], [0.807, -2.420, -1.491], [1.966, -2.372, -0.747], [3.236, -2.916, -1.137], [3.535, -0.882, 1.102], [2.328, -1.163, 2.359], [3.255, -2.525, 1.688], [-3.431, 0.312, 1.916], [-3.343, 2.556, 2.720], [-2.526, 4.865, 2.337], [-0.484, 1.015, -0.094], [0.413, 5.471, -1.319], [1.580, 5.243, 0.027], [-2.296, -1.216, -0.754], [-2.697, -2.128, -2.998], [-0.904, -3.220, -4.260], [1.362, -3.418, -3.326], [4.037, -2.225, -0.877], [3.421, -3.872, -0.639], [3.246, -3.076, -2.213]], "forces_ev_per_a": [[0.0, 0.0, 0.1], [-0.4, 0.2, 0.3], [0.6, -0.2, -0.2], [0.4, -0.2, 0.3], [-0.4, -0.1, -0.2], [-0.4, 0.3, 0.4], [0.2, -0.1, -0.1], [-0.5, -0.2, 0.1], [0.2, 0.7, 0.0], [0.1, -0.3, 0.0], [0.3, 0.2, -0.3], [0.1, -0.5, -0.2], [-0.3, 0.4, 0.4], [0.0, 0.3, -0.1], [-0.2, -0.5, 0.1], [0.8, 0.8, -0.6], [-0.3, 0.0, 0.3], [0.3, -0.2, -0.2], [0.0, -0.1, -0.1], [-0.2, 0.1, 0.0], [0.1, 0.0, -0.1], [0.1, -0.1, -0.1], [-0.7, 0.2, -0.1], [-0.1, 0.2, 0.2], [0.3, -0.2, 0.0], [0.1, 0.0, 0.0], [0.1, 0.0, 0.0], [0.1, 0.0, 0.0], [0.2, -0.2, -0.1], [-0.1, -0.1, 0.1], [-0.1, 0.1, 0.1], [0.1, -0.1, -0.2], [0.0, -0.2, 0.2], [-0.2, -0.1, 0.0], [-0.1, 0.0, 0.0], [-0.1, 0.0, 0.0], [0.0, 0.0, -0.1], [0.1, 0.0, -0.1], [0.0, 0.0, -0.1], [0.0, 0.0, -0.1], [0.0, 0.0, 0.0]], "total_charge": 0, "spin_multiplicity": 1, "smiles": "Cc1c(C(=O)C(=O)Nc2ccc3c(c2)OCO3)c2ccccc2n1C", "orbital_gap_ev": 8.436, "energy_ev": -31132.921, "de_lowest_ev": 1.215, "lumo_energy_ev": 0.552}

{"formula": "C19H16N4PtS2", "method": "ωB97M-V/def2-TZVPD", "species": ["Pt", "C", "S", "C", "S", "N", "N", "C", "C", "C", "C", "C", "C", "N", "H", "H", "H", "H", "H", "H", "H", "H", "C", "C", "C", "C", "N", "C", "C", "C", "C", "C", "C", "C", "H", "H", "H", "H", "H", "H", "H", "H"], "xyz": [[1.031, -0.827, -0.678], [-2.588, -1.002, 2.746], [-2.476, 0.723, 2.198], [-0.824, 0.709, 1.628], [-0.379, 0.887, -0.159], [0.156, 0.377, 2.391], [1.281, 0.119, 1.727], [2.435, 0.569, 1.980], [3.471, 0.252, 0.981], [4.795, 0.604, 1.231], [5.749, 0.419, 0.254], [5.355, -0.118, -0.964], [4.030, -0.456, -1.142], [3.090, -0.280, -0.201], [-3.537, -1.094, 3.272], [-1.772, -1.228, 3.427], [-2.573, -1.671, 1.887], [2.666, 1.241, 2.806], [5.052, 1.023, 2.195], [6.780, 0.692, 0.432], [6.058, -0.270, -1.770], [3.680, -0.886, -2.070], [-1.862, 3.672, -0.608], [-2.899, 2.769, -0.917], [-2.877, 1.394, -1.138], [-1.866, 0.477, -0.958], [0.235, 2.332, -0.396], [-0.515, 3.456, -0.437], [-1.922, -0.973, -1.187], [-3.145, -1.620, -1.400], [-3.195, -2.990, -1.572], [-2.019, -3.732, -1.528], [-0.805, -3.095, -1.315], [-0.715, -1.710, -1.138], [-2.153, 4.715, -0.568], [-3.869, 3.230, -1.063], [-3.810, 0.977, -1.503], [0.103, 4.345, -0.345], [-4.067, -1.052, -1.416], [-4.147, -3.480, -1.735], [-2.052, -4.807, -1.658], [0.099, -3.691, -1.287]], "forces_ev_per_a": [[0.0, -0.5, -0.3], [0.0, 0.0, 0.0], [0.0, 0.0, 0.0], [0.1, 0.0, -0.1], [-0.2, 0.1, 0.2], [-0.1, 0.1, 0.0], [0.1, -0.3, 0.2], [0.0, 0.1, -0.2], [0.0, 0.0, 0.1], [0.0, 0.0, 0.0], [0.0, 0.0, 0.0], [0.0, 0.0, 0.0], [-0.1, -0.1, 0.0], [0.0, 0.2, 0.1], [0.0, 0.0, 0.0], [0.0, 0.0, 0.0], [0.0, 0.0, 0.0], [0.0, 0.1, -0.1], [0.0, 0.0, 0.0], [0.0, 0.0, 0.0], [0.0, 0.0, 0.0], [0.0, 0.0, 0.0], [-0.1, -0.1, 0.0], [0.0, 0.0, 0.0], [0.0, 0.0, 0.0], [-0.1, -0.1, 0.0], [0.0, 0.2, -0.1], [0.1, 0.0, 0.1], [0.0, 0.1, 0.0], [0.0, 0.0, 0.0], [0.0, 0.0, 0.0], [0.0, 0.0, 0.0], [0.0, 0.1, 0.0], [0.1, -0.1, 0.0], [0.0, 0.0, 0.0], [0.0, 0.0, 0.0], [0.0, 0.0, 0.0], [0.0, 0.0, 0.0], [0.0, 0.0, 0.0], [0.0, 0.0, 0.0], [0.0, 0.0, 0.0], [0.0, 0.0, 0.0]], "total_charge": 0, "spin_multiplicity": 3, "orbital_gap_ev": [5.635, 6.685], "energy_ev": -50834.365, "lumo_energy_ev": [-0.613, -0.853]}